Entry 1:
The molecule C3H4F2NPS. Source: the Open Molecules 2025 dataset; level of theory: ωB97M-V with the def2-TZVPD basis set.

```
12
Properties=species:S:1:pos:R:3
F -4.38630 -0.47095 -1.26964
P -4.34770 -0.59678 0.35882
F -4.99376 0.82961 0.65794
C -2.53753 -0.09653 0.30758
N -1.50288 -1.06777 0.74982
C -0.18192 -0.56388 0.58850
C -0.15701 0.78554 -0.23520
S -1.89535 1.31881 -0.34910
H 0.32996 -1.47884 -0.02304
H 0.29601 -0.36680 1.66802
H 0.34634 1.62046 0.25855
H 0.17723 0.62981 -1.32075
```

- Strongest force on any atom: 7.784 eV/A
- Net charge: 0
- ΔE to the lowest compared entry with this formula, charge and spin: 19.9 kcal per mole
- E_HOMO (alpha / beta): -0.3141 / -0.3141 Eh
- Structure (SMILES): FP(F)C1=NCCS1
- Total energy: -30224.553 eV

Entry 2:
A structure of composition C28H56O32S10. Source: the Open Molecules 2025 dataset; level of theory: ωB97M-V with the def2-TZVPD basis set.

```
126
Properties=species:S:1:pos:R:3
C 4.28119 23.00089 -37.63754
C 3.40391 22.21673 -36.60879
C 2.42690 23.02736 -35.86734
S 2.25313 24.51057 -36.96476
O 2.79889 25.64600 -36.10750
O 0.86570 24.41987 -37.42375
C 3.39817 24.06926 -38.36941
H 4.65295 22.25270 -38.33762
H 5.12058 23.36797 -37.04696
H 4.07775 21.59029 -36.02432
H 2.90241 21.46868 -37.22280
H 3.09291 23.22133 -35.02657
H 1.52491 22.51021 -35.54011
H 3.83538 25.05556 -38.52483
H 2.84129 23.64384 -39.20428
C -11.66446 20.15295 -37.81988
C -11.75133 21.40074 -38.80106
C -11.02233 20.94727 -40.11496
S -10.21683 19.22774 -39.78713
O -8.79816 19.34511 -40.14639
O -11.07058 18.10247 -40.00621
C -10.28410 19.46564 -37.97744
H -12.54965 19.51691 -37.81740
H -11.51266 20.61645 -36.84509
H -11.19411 22.27930 -38.47587
H -12.77449 21.75306 -38.93185
H -10.11608 21.51988 -40.31226
H -11.61622 20.91883 -41.02852
H -9.53649 20.16928 -37.61128
H -10.18961 18.55223 -37.39021
C 2.99132 24.70424 -29.24860
C 4.51877 24.65592 -29.18932
C 5.10294 23.28121 -29.48288
S 3.68105 22.05998 -29.29082
O 3.72491 21.65840 -27.89057
O 3.79150 21.15689 -30.43836
C 2.30008 23.31804 -29.67593
H 2.72105 25.38088 -30.05930
H 2.55752 25.13151 -28.34452
H 4.61672 24.87934 -28.12697
H 4.99162 25.49454 -29.70041
H 5.89694 22.96463 -28.80653
H 5.39118 23.04850 -30.50799
H 1.43606 22.96801 -29.11108
H 2.07142 23.18773 -30.73368
C -1.68969 16.01604 -33.05980
C -0.95888 17.32552 -32.89943
C -0.35241 17.39741 -31.47023
S -1.41647 16.28129 -30.41874
O -2.12488 17.04737 -29.35293
O -0.61594 15.10264 -30.04202
C -2.47390 15.81305 -31.73856
H -0.92993 15.24031 -32.96435
H -2.17787 15.93258 -34.03079
H -1.72836 18.07621 -32.71921
H -0.17700 17.69070 -33.56531
H -0.67153 18.29182 -30.93518
H 0.69256 17.23160 -31.20828
H -3.37749 16.40495 -31.59260
H -2.73956 14.86479 -31.27128
C -5.17749 27.33746 -41.16459
C -6.40780 27.34273 -42.05653
O -7.11902 26.23027 -41.68763
S -6.10557 24.94952 -41.27306
O -5.93134 24.15666 -42.52197
O -6.60940 24.27513 -40.02407
O -4.79336 25.91659 -41.00258
H -5.46678 27.71348 -40.18325
H -4.23978 27.79095 -41.48574
H -6.12090 27.25421 -43.10436
H -6.95867 28.28072 -41.98713
C -3.29159 18.84145 -38.98102
C -3.11271 17.71924 -39.92138
O -2.00274 18.11360 -40.67787
S -0.96513 18.84760 -39.70478
O -0.18063 19.91369 -40.34102
O -0.16622 17.93838 -38.89217
O -2.09386 19.48694 -38.77514
H -3.63823 18.49557 -38.00720
H -4.05831 19.52076 -39.35355
H -3.78189 17.56496 -40.76785
H -2.79739 16.86218 -39.32630
C -10.86817 21.80418 -31.65372
C -9.43309 21.97460 -32.07991
O -9.27981 23.38067 -32.27566
S -10.70027 24.13002 -32.63996
O -10.88648 24.39210 -34.05699
O -11.07510 25.09808 -31.58177
O -11.61862 22.81493 -32.17993
H -10.84190 21.93132 -30.57147
H -11.40450 20.85740 -31.59010
H -9.24047 21.32541 -32.93405
H -8.79378 21.72925 -31.23186
C -8.16221 33.52791 -38.07084
C -7.00051 32.75781 -38.60481
O -6.50529 32.02153 -37.52437
S -7.78697 31.42181 -36.63440
O -7.58241 31.42876 -35.19680
O -8.20243 30.22757 -37.33763
O -8.72563 32.78649 -36.99486
H -8.82408 33.76064 -38.90502
H -7.66723 34.45453 -37.78018
H -6.24150 33.45383 -38.96198
H -7.17787 31.93982 -39.30305
C -4.61177 23.83912 -34.74542
C -4.76885 25.37319 -34.29534
O -4.75233 25.25175 -32.87964
S -3.63920 24.13370 -32.38040
O -4.07862 23.48646 -31.09520
O -2.39005 24.85815 -32.51734
O -3.92810 23.23006 -33.67816
H -4.07431 23.62568 -35.66936
H -5.55195 23.34217 -34.98457
H -5.77398 25.70050 -34.56119
H -3.94118 25.94615 -34.71339
C -4.56941 29.18189 -29.17228
C -5.01486 28.27414 -27.99690
O -3.75547 27.90951 -27.39563
S -2.55120 29.15457 -27.53819
O -1.22829 28.48536 -27.62218
O -2.77464 30.28942 -26.66977
O -3.14788 29.40600 -29.10161
H -5.08696 30.14013 -29.12719
H -4.82575 28.77305 -30.14964
H -5.50644 27.35926 -28.32774
H -5.61197 28.88269 -27.31775
```

- Strongest force on any atom: 5.147 eV/A
- Net charge: 0
- E_HOMO: -0.3590 Eh
- Total energy: -203800.175 eV

Entry 3:
A cluster of 8 separate species, C44H46Br2 in total. Source: the Open Molecules 2025 dataset; level of theory: ωB97M-V with the def2-TZVPD basis set.

```
92
Properties=species:S:1:pos:R:3
C 2.96532 2.68163 -2.65015
C 2.69432 3.88042 -3.31372
C 3.72878 4.75984 -3.59649
C 4.92613 4.54147 -3.02444
C 5.14585 3.37560 -2.26715
C 4.17030 2.44576 -2.07862
H 2.17942 1.94176 -2.68679
H 1.76790 4.05039 -3.84218
H 3.51877 5.54315 -4.30974
H 5.61087 5.36548 -3.16053
H 6.10032 3.11494 -1.83421
H 4.33784 1.44043 -1.72134
C -1.25881 -0.10441 -0.85992
C -1.42324 -0.50602 0.43535
C -0.36125 -0.27385 1.34037
C 0.80957 0.41941 0.93290
C 0.93336 0.80044 -0.37065
C -0.12593 0.58020 -1.28368
H -1.97782 -0.43767 -1.59364
H -2.25902 -1.13622 0.70126
H -0.63441 -0.50582 2.35918
H 1.62974 0.60835 1.60967
H 1.75765 1.42668 -0.67850
H -0.15222 1.07567 -2.24296
C -0.47006 -0.60314 -4.56412
C 0.56558 0.23766 -5.01231
C 0.59657 0.49630 -6.40965
C -0.28819 -0.09826 -7.29916
C -1.33694 -0.88098 -6.83639
C -1.44584 -1.13595 -5.47599
H -0.64305 -0.88190 -3.53516
H 1.25026 0.70318 -4.31882
H 1.36743 1.11917 -6.83884
H -0.45295 0.25537 -8.30623
H -2.02815 -1.41584 -7.47086
H -2.24692 -1.74352 -5.08162
C -6.34892 -0.71677 -1.77183
C -5.17297 -0.73991 -2.59779
C -4.13743 -1.59208 -2.27030
C -4.13073 -2.28368 -1.05973
C -5.30187 -2.33573 -0.26943
C -6.35324 -1.58084 -0.64306
H -7.17591 -0.15401 -2.17899
H -5.06828 -0.01504 -3.39152
H -3.20322 -1.62714 -2.81106
H -3.35565 -2.96945 -0.75089
H -5.35089 -2.94023 0.62420
H -7.21016 -1.72551 -0.00184
C 4.61285 -1.29776 -1.16199
C 4.64148 -1.65136 -2.48868
C 3.69703 -2.58167 -2.94553
C 2.67544 -3.08617 -2.11252
C 2.70192 -2.65541 -0.78287
C 3.60473 -1.68209 -0.31395
H 5.37099 -0.65857 -0.73413
H 5.40124 -1.22560 -3.12736
H 3.72299 -2.92195 -3.97018
H 1.89786 -3.74229 -2.47483
H 1.97149 -3.13456 -0.14782
H 3.41162 -1.36718 0.70091
C 2.62462 2.72479 3.80110
C 1.27321 2.69892 3.61979
C 0.42281 2.47859 4.70585
C 0.93659 2.33648 6.04161
C 2.28584 2.25495 6.15420
C 3.11247 2.61292 5.12356
H 3.08575 2.84350 2.83173
H 0.81108 2.83172 2.65273
H -0.64622 2.49345 4.55299
H 0.25423 2.16135 6.86021
H 2.71542 2.09004 7.13127
H 4.17464 2.68403 5.30561
C -3.58513 -1.09319 4.30315
C -4.50360 -1.18623 3.23639
C -5.74289 -0.53463 3.38882
C -6.02355 0.31211 4.48591
C -5.08510 0.37802 5.52792
C -3.82351 -0.28878 5.36903
H -2.64904 -1.61656 4.17582
H -4.07699 -1.76723 2.43213
H -6.45883 -0.60550 2.58333
H -6.97973 0.81360 4.46100
H -5.11980 1.02440 6.39244
H -3.09137 -0.12057 6.14496
Br 3.89197 -3.88436 2.98303
C 2.45768 -3.24046 4.22326
C 1.53242 -2.28799 3.47604
Br 0.55433 -1.19002 4.82334
H 3.06448 -2.67387 4.92956
H 1.99895 -4.17166 4.55574
H 0.77750 -2.89713 2.97889
H 1.96022 -1.63543 2.71494
```

- Strongest force on any atom: 3.544 eV/A
- Net charge: 0
- ΔE to the lowest compared entry with this formula, charge and spin: 18.6 kcal per mole
- E_HOMO: -0.3329 Eh
- Structure (SMILES): c1ccccc1.c1ccccc1.c1ccccc1.c1ccccc1.c1ccccc1.c1ccccc1.c1ccccc1.BrCCBr
- Total energy: -186456.261 eV

Entry 4:
A cluster of 3 separate species, C4H13NO2 in total. Source: the Open Molecules 2025 dataset; level of theory: ωB97M-V with the def2-TZVPD basis set.

```
20
Properties=species:S:1:pos:R:3
C 0.17033 -1.72966 -1.33143
C 0.75121 -0.77708 -0.28530
C 0.44775 0.68863 -0.49226
C 1.46860 1.55007 -0.48196
N 1.30383 2.91571 -0.22722
H 0.75367 -1.65215 -2.24416
H 0.17103 -2.73848 -0.94075
H -0.86052 -1.45688 -1.52971
H 1.83925 -0.87327 -0.27866
H 0.41716 -0.98708 0.72828
H -0.55623 1.08136 -0.60295
H 2.44440 1.26524 -0.87361
H 2.05306 3.52495 -0.50895
H 0.40740 3.32256 -0.43322
O -1.16335 0.89678 2.66419
H -1.85203 1.52260 2.91709
H -0.40457 1.48423 2.52302
O -2.45406 -3.07482 0.53414
H -3.03534 -2.58304 -0.05754
H -1.90159 -2.37968 0.92098
```

- Strongest force on any atom: 1.316 eV/A
- Net charge: 0
- ΔE to the lowest compared entry with this formula, charge and spin: 28.0 kcal per mole
- E_HOMO: -0.2914 Eh
- Structure (SMILES): CC/C=C/N.O.O
- Total energy: -9942.982 eV

Entry 5:
The molecule C3H3NO2. Source: the Open Molecules 2025 dataset; level of theory: ωB97M-V with the def2-TZVPD basis set.

```
9
Properties=species:S:1:pos:R:3
N 1.79413 -1.68585 0.83501
C 1.31222 -0.79439 0.27986
C 0.72138 0.33907 -0.45344
O -0.64056 0.12530 -0.81034
C -1.51413 0.10357 0.21776
O -1.21844 0.19550 1.37492
H 1.24535 0.46578 -1.40143
H 0.83108 1.24847 0.14475
H -2.53102 0.00255 -0.18710
```

- Strongest force on any atom: 1.142 eV/A
- Net charge: 0
- ΔE to the lowest compared entry with this formula, charge and spin: 28.7 kcal per mole
- E_HOMO: -0.4192 Eh
- Structure (SMILES): N#CCOC=O
- Total energy: -8743.889 eV